ORCA calculation (the ωB97M-V functional and the def2-TZVPD basis) on a cluster of 3 separate species, C4H17N2O2 in total at a distorted geometry.

Structure (XYZ):
```
25
Properties=species:S:1:pos:R:3:lowdin_charge:R:1
C 0.813 0.821 -2.071 -0.23
C -0.765 0.944 -1.749 -0.13
C -0.954 1.020 -0.147 -0.16
C -0.170 -0.040 1.895 0.03
N -0.610 -0.340 0.424 -0.01
N 1.288 -0.591 -1.801 -0.04
H 1.276 1.640 -1.713 0.06
H 0.911 0.978 -3.225 0.14
H -1.405 1.690 -2.257 0.11
H -1.285 -0.097 -2.089 0.15
H -2.075 1.121 0.052 0.14
H -0.409 1.845 0.305 0.11
H 0.390 0.903 1.820 0.09
H 0.440 -0.881 2.229 0.10
H -1.094 0.208 2.428 0.10
H -1.448 -0.869 0.347 0.07
H 0.205 -0.811 -0.161 0.16
H 1.523 -1.164 -2.567 0.04
H 2.414 -0.406 -1.565 0.17
H -2.985 -2.132 0.905 0.07
H -4.324 -1.487 0.202 0.11
O -3.377 -1.300 0.533 -0.10
H 4.566 0.039 2.169 0.07
H 3.454 0.261 3.164 0.06
O 3.572 -0.049 2.221 -0.12
```

Summary:
Lowest unoccupied orbital energy = -2.61 eV
Energy = -11491.133 eV
Energy above the lowest of the compared OMol25 structures with the same formula, charge and spin = 63.59 kcal/mol
Net charge = +1
HOMO-LUMO gap = 11.03 eV